{
  "formula": "C50H52F5N4O6PSSi2Sr",
  "method": "ωB97M-V/def2-TZVPD",
  "homo_lumo_gap_ha": 0.2164,
  "e_tot_ev": -121248.722,
  "charge": -2,
  "elements": ["Sr", "C", "Si", "C", "C", "N", "C", "C", "C", "C", "C", "C", "N", "Si", "C", "C", "C", "H", "H", "H", "H", "H", "H", "H", "H", "H", "H", "H", "H", "H", "H", "H", "H", "H", "H", "H", "H", "H", "H", "O", "C", "O", "C", "P", "C", "C", "C", "C", "C", "C", "C", "C", "C", "C", "C", "C", "H", "H", "H", "H", "H", "H", "H", "H", "H", "H", "H", "H", "C", "C", "C", "C", "C", "C", "C", "C", "S", "C", "N", "C", "C", "C", "C", "C", "C", "C", "C", "H", "H", "H", "H", "H", "H", "H", "H", "H", "H", "H", "H", "H", "H", "H", "H", "O", "H", "H", "O", "C", "F", "C", "C", "F", "C", "F", "C", "O", "C", "F", "C", "F", "O", "N"],
  "positions_angstrom": [[-0.24385, -0.77327, 0.98979], [-5.64705, 1.48238, 0.27363], [-4.83770, -0.06571, 0.94767], [-5.12411, -0.08965, 2.79723], [-5.53721, -1.64583, 0.22381], [-3.34291, 0.10506, -1.18287], [-3.09563, 0.28627, -2.54802], [-4.25101, 0.05743, -3.30397], [-4.30255, 0.25097, -4.66529], [-3.14990, 0.75471, -5.28001], [-2.00998, 1.00786, -4.56613], [-1.86250, 0.74688, -3.15045], [-0.72769, 0.91918, -2.49798], [0.57767, 1.81919, -3.13504], [2.01624, 1.85325, -1.92520], [1.37045, 1.19732, -4.74819], [0.04207, 3.60961, -3.44420], [-6.69970, 1.48932, 0.57462], [-5.58886, 1.56024, -0.81002], [-5.17078, 2.36400, 0.70697], [-6.18883, -0.01698, 3.03714], [-4.61073, 0.75469, 3.26203], [-4.72759, -1.00390, 3.24289], [-6.62992, -1.62527, 0.27362], [-5.19268, -2.49380, 0.82057], [-5.24088, -1.80604, -0.81151], [-5.12404, -0.28645, -2.75970], [-5.20523, 0.05176, -5.22786], [-3.15207, 0.96350, -6.34620], [-1.15304, 1.40931, -5.09086], [1.81428, 1.23370, -1.05532], [2.21289, 2.86049, -1.56169], [2.93159, 1.47981, -2.39374], [1.77275, 0.19023, -4.62623], [2.21908, 1.85508, -4.96797], [0.71932, 1.19540, -5.62373], [-0.04739, 4.14376, -2.49377], [-0.93526, 3.63892, -3.93197], [0.75532, 4.15218, -4.07186], [0.29227, -4.88823, 0.38522], [1.07896, -3.92540, 0.33228], [1.07846, -2.90374, 1.07870], [2.11843, -3.93896, -0.80110], [1.63935, -2.74297, -2.10981], [3.17091, -2.85480, -3.12533], [4.25827, -2.08078, -2.71603], [5.44632, -2.08333, -3.42861], [5.56309, -2.84816, -4.58251], [4.48447, -3.60820, -5.00925], [3.29846, -3.61320, -4.28564], [0.44224, -3.65969, -3.13100], [0.02052, -4.96176, -2.87669], [-0.96203, -5.54119, -3.66772], [-1.53880, -4.82663, -4.70564], [-1.13988, -3.51907, -4.94907], [-0.15748, -2.94132, -4.16082], [2.26541, -4.94032, -1.20937], [3.07028, -3.56775, -0.41408], [4.15871, -1.44997, -1.83893], [6.27519, -1.47136, -3.09399], [6.48558, -2.84114, -5.15035], [4.56163, -4.20022, -5.91369], [2.45986, -4.20602, -4.63003], [0.40910, -5.50466, -2.02470], [-1.29777, -6.54791, -3.44792], [-2.32077, -5.27608, -5.30687], [-1.61835, -2.92865, -5.71678], [0.11314, -1.90574, -4.31738], [4.82975, 2.12274, 2.97617], [4.24887, 2.89014, 4.16569], [5.21911, 2.72860, 5.34575], [4.15575, 4.37544, 3.79040], [2.86772, 2.37003, 4.57781], [2.22711, 2.95624, 5.68386], [0.99389, 2.52490, 6.12483], [0.37734, 1.47761, 5.45023], [-1.13005, 0.69705, 5.76434], [-0.84632, -0.37629, 4.39393], [0.25939, -0.15197, 3.75211], [0.97671, 0.88555, 4.33641], [2.22499, 1.34370, 3.90581], [-1.81576, -1.44446, 4.09388], [-2.68911, -1.82776, 5.12250], [-3.57073, -2.87371, 4.93095], [-3.54553, -3.54030, 3.70999], [-2.67256, -3.13185, 2.71131], [-1.77659, -2.04682, 2.82023], [5.81328, 2.53130, 2.73071], [4.20251, 2.20951, 2.09189], [4.95460, 1.06322, 3.20811], [6.21260, 3.09038, 5.06726], [5.30284, 1.67870, 5.63351], [4.88838, 3.29129, 6.21982], [5.14212, 4.75081, 3.50284], [3.79873, 4.97735, 4.62819], [3.47739, 4.52192, 2.95410], [2.70766, 3.77425, 6.20664], [0.51874, 2.99206, 6.97842], [2.66387, 0.88877, 3.03340], [-2.67084, -1.32852, 6.08678], [-4.24928, -3.17593, 5.72017], [-4.20525, -4.38719, 3.54270], [-2.68683, -3.72756, 1.79981], [-1.70171, -2.76901, -0.39983], [-1.27919, -3.56069, -0.00716], [-2.37047, -2.51511, 0.25052], [3.67997, -1.16644, 1.79121], [2.99743, -0.97403, 0.91554], [-0.20688, 6.93228, 0.19021], [-0.19228, 5.61229, 0.48546], [0.97114, 4.98607, 0.88400], [2.10980, 5.70469, 0.98323], [0.98004, 3.63926, 1.18869], [2.14886, 3.10359, 1.59212], [-0.16538, 2.81337, 1.12497], [-0.15981, 1.55962, 1.35769], [-1.33641, 3.51198, 0.72611], [-2.49116, 2.83413, 0.63301], [-1.34929, 4.85485, 0.41717], [-2.49867, 5.45089, 0.04612], [-3.13753, -0.04974, 0.94664], [-2.49106, 0.05446, -0.29936]],
  "atomic_forces_ev_per_a": [[-0.3, -0.4, -0.1], [0.0, -0.1, 0.0], [0.1, 0.0, 0.2], [0.0, 0.0, -0.1], [0.0, 0.0, 0.0], [0.0, 0.0, 0.1], [0.3, 0.0, 0.3], [0.0, 0.0, -0.1], [-0.1, -0.1, 0.1], [0.1, 0.1, -0.1], [-0.1, 0.0, 0.0], [-0.1, -0.1, -0.1], [0.0, 0.0, 0.2], [-0.2, 0.0, 0.1], [0.1, -0.1, 0.0], [0.1, 0.1, 0.0], [0.0, 0.0, 0.0], [0.0, 0.0, 0.0], [0.0, 0.0, 0.0], [0.0, 0.0, 0.0], [0.0, 0.0, 0.0], [0.0, 0.0, 0.0], [0.0, 0.0, 0.0], [0.0, 0.0, 0.0], [0.0, 0.0, 0.0], [0.0, 0.0, 0.0], [0.0, 0.0, 0.0], [0.0, 0.0, 0.0], [0.0, 0.0, 0.0], [-0.1, 0.0, 0.0], [-0.1, -0.1, 0.2], [0.0, 0.2, 0.0], [0.0, 0.0, 0.0], [0.0, -0.1, 0.1], [0.0, 0.0, 0.0], [0.0, 0.0, 0.0], [0.0, 0.0, 0.0], [0.0, 0.0, 0.0], [0.0, 0.0, 0.0], [0.0, 0.2, 0.0], [-0.2, -0.2, 0.0], [0.2, 0.0, -0.3], [0.1, -0.1, 0.2], [0.1, 0.3, 0.1], [-0.1, 0.1, -0.1], [0.0, 0.0, 0.0], [0.0, 0.0, 0.0], [0.0, 0.0, 0.0], [0.0, 0.0, 0.0], [0.0, 0.0, 0.0], [0.0, -0.1, 0.1], [0.0, 0.0, 0.0], [0.0, -0.1, 0.0], [0.0, 0.0, -0.1], [0.1, 0.0, 0.1], [-0.2, 0.0, -0.1], [0.0, 0.0, 0.1], [0.0, 0.0, 0.0], [0.0, 0.0, 0.0], [0.0, 0.0, 0.0], [0.0, 0.0, 0.0], [0.0, 0.0, 0.0], [0.0, 0.0, 0.0], [0.0, 0.0, 0.0], [0.0, 0.0, 0.0], [0.0, 0.0, 0.0], [0.0, 0.0, -0.1], [0.0, 0.1, 0.0], [0.0, 0.0, 0.0], [0.0, 0.0, 0.0], [0.0, 0.0, 0.0], [0.0, 0.0, 0.1], [0.0, 0.0, 0.0], [0.0, 0.0, 0.0], [0.0, 0.0, 0.0], [0.0, 0.0, 0.0], [0.0, 0.0, 0.0], [0.1, 0.0, 0.0], [-0.1, 0.1, 0.2], [0.1, 0.0, -0.1], [0.0, 0.0, 0.1], [0.0, 0.0, 0.1], [0.0, 0.0, 0.0], [0.0, 0.0, 0.0], [0.0, 0.0, 0.0], [0.0, 0.0, 0.0], [-0.1, -0.2, 0.2], [0.0, 0.0, 0.0], [0.0, 0.0, 0.0], [0.0, 0.0, 0.0], [0.0, 0.0, 0.0], [0.0, 0.0, 0.0], [0.0, 0.0, 0.0], [0.0, 0.0, 0.0], [0.0, 0.0, 0.0], [0.0, 0.0, -0.1], [0.0, 0.0, 0.0], [0.0, 0.0, 0.0], [0.0, 0.0, 0.0], [0.0, 0.0, 0.0], [0.0, 0.0, 0.0], [0.0, 0.0, 0.0], [0.0, 0.0, 0.0], [0.2, -0.1, 0.2], [0.0, 0.1, -0.1], [-0.1, 0.0, 0.0], [0.1, -0.1, -0.1], [0.0, 0.2, 0.1], [0.0, 0.0, 0.0], [0.0, 0.0, 0.0], [0.0, 0.0, 0.0], [0.0, 0.0, 0.0], [-0.2, 0.1, 0.1], [0.1, -0.1, -0.2], [-0.2, 0.1, -0.4], [0.3, 0.3, 0.2], [0.0, 0.0, 0.0], [0.0, 0.0, 0.0], [-0.1, 0.0, 0.0], [0.0, 0.0, 0.0], [0.1, -0.1, -0.1], [-0.1, 0.2, -0.6]],
  "lowdin_charge": [1.36, -0.16, 0.42, -0.15, -0.16, 0.04, -0.19, -0.07, -0.15, -0.13, -0.07, -0.34, -0.02, 0.38, -0.16, -0.19, -0.17, 0.02, 0.02, 0.03, 0.03, 0.04, 0.01, 0.03, 0.02, 0.01, 0.09, 0.07, 0.09, 0.05, 0.00, 0.02, 0.02, 0.01, 0.02, 0.01, 0.01, 0.02, 0.02, -0.03, -0.76, -0.23, -0.27, 1.09, -0.36, -0.11, -0.10, -0.11, -0.10, -0.08, -0.39, -0.08, -0.09, -0.10, -0.08, -0.10, 0.08, 0.07, 0.09, 0.10, 0.09, 0.09, 0.10, 0.09, 0.10, 0.09, 0.10, 0.09, -0.06, -0.55, -0.06, -0.04, -0.17, -0.05, -0.09, -0.48, 1.08, -0.50, 0.07, -0.28, 0.04, -0.29, -0.11, -0.13, -0.13, -0.16, -0.13, 0.08, 0.07, 0.08, 0.08, 0.09, 0.07, 0.08, 0.08, 0.07, 0.10, 0.10, 0.08, 0.06, 0.09, 0.09, 0.07, -0.11, 0.02, -0.01, 0.06, 0.02, 0.07, -0.17, -0.16, 0.08, -0.14, 0.07, -0.32, -0.24, -0.13, 0.09, -0.16, 0.09, -0.26, -0.06]
}

---

{
  "formula": "C50H52LaN4O6PS3",
  "method": "ωB97M-V/def2-TZVPD",
  "homo_lumo_gap_ha": 0.2823,
  "e_tot_ev": -113596.653,
  "e_above_lowest_kcal_mol": 25.0,
  "elements": ["La", "C", "C", "S", "C", "C", "S", "C", "C", "S", "H", "H", "H", "H", "H", "H", "H", "H", "H", "H", "H", "H", "O", "C", "O", "C", "C", "C", "C", "C", "C", "P", "C", "C", "C", "C", "C", "C", "C", "C", "C", "C", "C", "C", "H", "H", "H", "H", "H", "H", "H", "H", "H", "H", "H", "H", "H", "H", "C", "C", "C", "C", "C", "C", "C", "N", "C", "N", "C", "C", "C", "C", "C", "C", "C", "N", "C", "C", "C", "C", "C", "C", "C", "H", "H", "H", "H", "H", "H", "H", "H", "H", "H", "H", "H", "H", "H", "H", "H", "H", "H", "H", "H", "H", "H", "O", "N", "C", "C", "O", "H", "H", "H", "O", "C", "O", "H"],
  "positions_angstrom": [[-0.70878, -0.20522, -0.73676], [0.55795, 4.12275, -1.68330], [-0.89314, 4.55911, -1.46794], [-1.94317, 3.29649, -0.67351], [-2.61548, 4.23495, 0.73336], [-1.62281, 4.84352, 1.71870], [-0.47507, 3.65343, 2.48590], [1.09594, 4.53587, 2.28220], [1.55077, 4.78647, 0.84219], [1.38031, 3.34790, -0.26813], [0.59023, 3.35463, -2.45135], [1.16306, 4.97188, -2.00557], [-0.94998, 5.45646, -0.85381], [-1.34411, 4.78156, -2.43478], [-3.24589, 5.02780, 0.32826], [-3.26248, 3.51114, 1.23200], [-1.01308, 5.60441, 1.23346], [-2.18106, 5.32995, 2.51949], [1.02847, 5.48228, 2.81997], [1.82062, 3.90311, 2.79407], [0.99165, 5.60671, 0.39266], [2.60614, 5.05900, 0.84716], [3.71213, -1.30664, 2.38949], [3.52802, -0.92991, 1.26335], [3.00736, 0.30434, 1.00419], [3.93251, -1.69737, 0.04895], [4.79247, -2.75741, 0.34354], [5.37513, -3.50760, -0.65714], [5.10035, -3.18994, -1.97568], [4.21945, -2.16335, -2.27875], [3.59516, -1.39962, -1.29068], [2.34738, -0.10694, -1.80406], [2.05798, -0.66118, -3.55163], [2.71608, -0.17327, -4.68293], [2.38163, -0.63273, -5.94864], [1.40910, -1.60972, -6.11076], [0.79646, -2.15231, -4.99336], [1.11925, -1.67748, -3.72964], [3.48326, 1.32652, -2.05000], [3.10577, 2.33683, -2.93794], [3.87960, 3.47389, -3.09776], [5.03655, 3.63619, -2.34755], [5.40940, 2.65215, -1.44592], [4.64125, 1.50499, -1.30001], [5.00680, -2.95719, 1.38483], [6.04849, -4.31853, -0.41266], [5.56908, -3.74370, -2.77965], [4.00527, -1.96310, -3.31518], [3.50493, 0.55708, -4.58087], [2.89494, -0.23126, -6.81412], [1.13816, -1.95286, -7.10156], [0.06167, -2.94081, -5.09579], [0.64204, -2.11132, -2.86364], [2.18684, 2.23000, -3.50246], [3.58037, 4.23526, -3.80842], [5.63818, 4.52916, -2.46241], [6.30606, 2.77464, -0.85118], [4.95359, 0.75152, -0.59146], [0.46246, -3.59532, -0.80988], [-0.92546, -4.17710, -0.56046], [-1.37607, -5.16881, -1.42268], [-2.58514, -5.81050, -1.22049], [-3.36175, -5.46628, -0.12364], [-2.93064, -4.48699, 0.75383], [-1.72301, -3.82746, 0.53467], [-1.22851, -2.86147, 1.44677], [-1.88436, -1.85385, 2.08867], [-3.27498, -1.83222, 1.97573], [-3.89289, -1.18905, 0.84800], [-3.16435, -0.40489, -0.06528], [-3.95979, 0.26220, -1.01361], [-5.34018, 0.15046, -1.07713], [-5.99949, -0.66961, -0.17806], [-5.28611, -1.34537, 0.80118], [-6.00577, -2.21179, 1.80266], [-1.19569, -1.02553, 2.79345], [-1.88935, -0.10585, 3.61376], [-2.57863, 0.98755, 3.09726], [-3.24856, 1.85879, 3.94440], [-3.21890, 1.65753, 5.31382], [-2.51865, 0.57763, 5.83347], [-1.85520, -0.31754, 5.00340], [-1.13256, -1.51702, 5.55582], [0.67616, -3.79910, -1.87103], [2.25311, -4.19761, -0.29642], [1.18622, -2.14442, 0.31352], [-0.75745, -5.44661, -2.26983], [-2.91450, -6.57988, -1.90753], [-4.30237, -5.97151, 0.05629], [-3.52173, -4.23047, 1.61860], [-0.22807, -2.80963, 1.51126], [-3.68788, -1.49890, 2.83850], [-3.49621, 0.93536, -1.73282], [-5.89757, 0.69953, -1.82801], [-7.07684, -0.78223, -0.22506], [-7.04695, -2.34359, 1.50968], [-5.99561, -1.76921, 2.80453], [-5.53941, -3.19547, 1.87793], [-2.59495, 1.13597, 2.02421], [-3.80212, 2.69726, 3.53743], [-3.74097, 2.33607, 5.97714], [-2.49027, 0.42065, 6.90626], [-1.01468, -1.43743, 6.63624], [-0.15139, -1.61948, 5.09094], [-1.68299, -2.43613, 5.33789], [1.35054, -4.38539, -0.00708], [0.66375, -2.19131, -0.56278], [2.12223, 0.99111, 3.21270], [3.05066, 1.23846, 2.07628], [3.77889, 2.16677, 1.94920], [2.71595, 0.91039, 4.12227], [1.51594, 0.10175, 3.08697], [1.46656, 1.85811, 3.32562], [-1.64534, -0.48197, -3.06760], [-1.11465, 0.58404, -3.45942], [-0.40116, 1.32759, -2.72552], [-1.27613, 0.89720, -4.50284]],
  "atomic_forces_ev_per_a": [[0.0, 0.2, 0.1], [-0.1, -0.2, 0.3], [0.0, -0.3, 0.1], [0.0, 0.1, 0.0], [0.2, -0.2, -0.1], [0.1, -0.2, 0.1], [-0.1, 0.1, 0.0], [-0.2, -0.1, -0.2], [-0.1, -0.3, 0.0], [0.1, 0.2, 0.0], [0.0, 0.0, 0.0], [0.0, 0.0, -0.1], [0.0, 0.0, 0.0], [0.1, 0.1, 0.0], [-0.1, 0.0, 0.1], [0.0, 0.0, 0.0], [-0.1, 0.0, 0.0], [0.0, 0.1, -0.1], [0.2, 0.0, 0.0], [0.1, 0.1, 0.0], [0.0, 0.0, 0.0], [0.0, 0.1, 0.0], [0.0, 0.0, 0.0], [-0.2, 0.1, 0.1], [0.0, -0.2, -0.2], [0.0, 0.0, -0.2], [0.0, 0.1, 0.1], [0.0, -0.1, -0.1], [0.0, 0.0, 0.0], [-0.1, 0.0, 0.1], [0.0, 0.0, 0.3], [1.0, 0.1, -0.4], [0.0, -0.1, 0.1], [0.0, 0.0, 0.1], [0.0, 0.0, 0.0], [0.0, 0.0, 0.0], [0.0, 0.0, 0.0], [0.0, 0.0, 0.0], [-0.1, 0.0, -0.1], [0.0, 0.0, 0.0], [0.0, 0.0, 0.0], [0.0, 0.0, 0.0], [0.0, 0.0, 0.0], [0.0, 0.0, -0.1], [0.0, 0.0, 0.0], [0.0, 0.0, 0.0], [0.0, 0.0, 0.0], [0.0, 0.0, -0.1], [0.0, 0.1, 0.0], [0.0, 0.0, 0.0], [0.0, 0.0, 0.0], [0.0, 0.0, 0.0], [0.0, 0.0, 0.0], [0.0, 0.0, 0.0], [0.0, 0.0, 0.0], [0.0, 0.0, 0.0], [0.0, 0.0, 0.0], [0.0, 0.0, 0.0], [0.0, 0.0, 0.0], [0.1, 0.1, 0.1], [-0.1, 0.0, 0.0], [0.0, 0.0, -0.1], [0.0, 0.0, 0.0], [0.0, 0.0, 0.0], [0.0, 0.0, 0.0], [-0.2, 0.0, -0.2], [-0.2, 0.1, 0.0], [-0.1, -0.2, 0.1], [-0.2, 0.1, -0.2], [-0.4, -0.3, 0.4], [0.2, 0.0, 0.0], [-0.1, 0.1, -0.1], [0.1, 0.0, 0.0], [0.0, -0.1, 0.1], [0.1, 0.1, -0.1], [0.4, 0.0, 0.0], [0.0, 0.1, 0.1], [0.0, 0.0, 0.1], [0.0, 0.0, 0.0], [0.0, 0.0, 0.1], [0.0, 0.0, 0.0], [0.1, 0.0, -0.1], [0.0, 0.1, 0.0], [0.0, -0.1, 0.0], [0.0, 0.1, 0.0], [0.1, 0.1, -0.1], [0.0, 0.0, 0.0], [0.0, 0.0, 0.0], [0.0, 0.0, 0.0], [0.0, 0.0, 0.0], [0.1, 0.0, 0.1], [0.0, 0.1, 0.0], [0.0, -0.1, -0.1], [0.0, 0.0, 0.0], [0.0, 0.0, 0.0], [0.0, 0.0, 0.0], [0.0, 0.0, 0.0], [0.0, 0.0, 0.0], [0.0, 0.0, 0.0], [0.0, 0.0, 0.0], [0.0, 0.0, 0.0], [0.0, 0.0, 0.0], [0.0, 0.0, 0.0], [0.0, 0.0, 0.0], [0.0, 0.0, 0.0], [0.0, -0.1, 0.0], [-0.5, 0.0, 0.1], [-0.2, 0.1, 0.1], [0.0, 0.0, -0.1], [0.0, 0.1, 0.0], [0.0, -0.1, 0.0], [0.0, -0.1, 0.0], [0.0, -0.1, 0.0], [0.2, 0.1, 0.3], [-0.1, 0.1, -0.4], [-0.1, -0.1, 0.0], [0.0, 0.0, 0.0]],
  "lowdin_charge": [1.92, -0.53, -0.48, 0.83, -0.52, -0.50, 0.84, -0.53, -0.48, 0.85, 0.03, 0.09, 0.06, 0.08, 0.08, 0.06, 0.06, 0.08, 0.08, 0.05, 0.06, 0.08, 0.14, -0.43, 0.01, -0.15, -0.02, -0.06, -0.06, -0.06, -0.26, 1.07, -0.37, -0.09, -0.07, -0.08, -0.06, -0.12, -0.37, -0.16, -0.09, -0.09, -0.07, -0.08, 0.12, 0.11, 0.11, 0.10, 0.10, 0.10, 0.10, 0.11, 0.05, 0.10, 0.11, 0.10, 0.11, 0.10, -0.47, -0.11, -0.03, -0.08, -0.07, -0.02, -0.17, 0.14, -0.42, 0.09, -0.25, -0.25, -0.20, -0.10, -0.06, -0.23, -0.05, 0.14, -0.26, -0.06, -0.10, -0.09, -0.05, -0.22, -0.04, 0.12, 0.08, 0.02, 0.12, 0.10, 0.10, 0.10, 0.12, 0.13, 0.05, 0.10, 0.11, 0.07, 0.08, 0.06, 0.08, 0.10, 0.10, 0.11, 0.07, 0.07, 0.08, -0.01, -0.26, 0.04, -0.46, 0.16, 0.11, 0.08, 0.05, -0.17, -0.54, -0.26, 0.14]
}